This record from OMol25 describes C13H12CeClNO2 as an isolated structure in a non-equilibrium geometry. The level of theory is ωB97M-V with the def2-TZVPD basis set.

Each line ends with the Löwdin charge.
Cartesian coordinates (Å):
Cl -1.03 1.71 -3.99  -0.173
C 0.69 1.87 1.27  -0.081
C -0.10 1.09 2.14  -0.125
C -1.46 1.19 1.71  -0.131
H 0.27 0.55 3.00  0.151
C -1.52 2.03 0.53  -0.366
C -0.15 2.39 0.26  -0.084
H 0.15 3.00 -0.59  0.159
H 1.76 2.07 1.38  0.156
H -2.28 0.59 2.06  0.151
C -2.66 2.22 -0.38  0.011
Ce -0.53 -0.08 -0.10  1.339
C 1.89 -1.10 0.65  0.076
C 0.87 0.10 -2.20  -0.139
O 2.76 -1.83 0.85  0.204
O 1.49 -0.11 -3.15  0.141
H -3.36 1.40 -0.34  0.105
H -2.38 2.36 -1.41  0.061
H -3.19 3.09 -0.05  0.130
C -1.09 -5.04 -1.27  0.028
C -1.93 -4.30 -0.45  0.010
C -1.62 -2.97 -0.17  -0.090
N -0.50 -2.38 -0.72  -0.159
C 0.35 -3.12 -1.49  -0.071
C 0.06 -4.45 -1.79  0.022
H -1.33 -6.06 -1.50  0.136
H -2.85 -4.71 0.00  0.144
H -2.22 -2.30 0.49  0.124
H 1.25 -2.59 -1.84  0.124
H 0.77 -4.98 -2.45  0.148

Computed properties:
Relative energy (zero: lowest compared OMol25 entry of this formula, charge and spin) = 50.84 kcal/mol
2S+1 = 1
Gap between HOMO and LUMO (alpha / beta) = 4.5 / 4.5 eV
Calculated total energy = -44691.6943 eV
Total charge = +2

---

This record from OMol25 describes C13H12Cl2FO6 as an isolated structure in a non-equilibrium geometry. The level of theory is ωB97M-V with the def2-TZVPD basis set.

Each line ends with the natural charge from an NBO analysis.
Cartesian coordinates (Å):
C 2.65 -2.93 2.45  -0.627
C 2.89 -2.05 1.25  -0.077
O 1.61 -1.85 0.57  -0.522
C 1.44 -0.54 0.18  0.846
C -0.01 -0.34 -0.33  -0.100
F -0.55 -1.70 -0.44  -0.392
C 0.06 0.12 -1.80  0.812
O 1.04 0.59 -2.41  -0.579
O -1.11 -0.19 -2.40  -0.501
C -1.17 0.41 -3.73  -0.080
C -2.57 0.14 -4.24  -0.629
O 2.27 0.31 0.01  -0.589
H 3.61 -3.16 2.93  0.199
H 2.01 -2.40 3.17  0.229
H 2.16 -3.88 2.19  0.203
H 3.34 -1.09 1.55  0.214
H 3.51 -2.55 0.50  0.171
H -0.97 1.50 -3.69  0.205
H -0.41 -0.09 -4.35  0.190
H -2.67 0.49 -5.28  0.204
H -2.81 -0.94 -4.25  0.210
H -3.35 0.64 -3.63  0.220
Cl 0.39 1.24 4.64  0.003
C -0.24 1.56 3.08  -0.165
C -1.27 2.44 2.91  -0.191
C -1.87 2.71 1.62  0.392
O -2.87 3.48 1.46  -0.685
C -1.26 1.90 0.49  -0.277
Cl -2.16 1.95 -0.97  -0.032
C -0.36 0.84 0.62  -0.259
C 0.28 0.71 1.94  0.572
O 1.19 -0.09 2.19  -0.583
H -1.66 2.92 3.78  0.219
H -1.16 -0.13 0.01  0.398

Computed properties:
2S+1 = 1
Gap between HOMO and LUMO = 5.4 eV
Calculated total energy = -53718.7144 eV
Total charge = -1